{"formula": "C27H31BBr40ClF5IN2O5P", "method": "ωB97M-V/def2-TZVPD", "homo_energy_ev": -8.731, "homo_lumo_gap_ha": 0.2916, "elements": ["C", "C", "B", "O", "C", "Br", "N", "C", "O", "C", "C", "C", "O", "I", "C", "F", "F", "C", "F", "F", "F", "C", "C", "C", "O", "N", "C", "C", "P", "O", "Cl", "H", "H", "H", "H", "H", "H", "H", "H", "H", "H", "H", "H", "H", "H", "H", "H", "H", "H", "C", "Br", "Br", "Br", "H", "C", "Br", "Br", "Br", "H", "C", "Br", "Br", "Br", "H", "C", "Br", "Br", "Br", "H", "C", "Br", "Br", "Br", "H", "C", "Br", "Br", "Br", "H", "C", "Br", "Br", "Br", "H", "C", "Br", "Br", "Br", "H", "C", "Br", "Br", "Br", "H", "C", "Br", "Br", "Br", "H", "C", "Br", "Br", "Br", "H", "C", "Br", "Br", "Br", "H", "C", "Br", "Br", "Br", "H"], "coordinates": [[-1.586, -2.225, 1.119], [-0.669, -2.311, -0.275], [0.722, -3.140, 0.165], [0.430, -4.287, 1.098], [2.227, -2.814, -0.411], [2.476, -4.475, -1.577], [1.917, -1.803, -1.497], [2.845, -0.652, -1.232], [2.724, 0.335, -2.109], [3.848, -0.966, 0.031], [3.401, 0.291, 1.043], [1.834, 0.737, 0.926], [0.755, 0.076, 1.333], [1.389, 2.742, 0.044], [5.314, -0.670, -0.609], [5.489, 0.745, -1.123], [6.284, -0.700, 0.553], [5.876, -1.588, -1.812], [4.972, -2.537, -2.473], [7.122, -2.380, -1.478], [6.365, -0.708, -2.947], [3.466, -2.448, 0.656], [3.024, -2.601, 2.221], [4.179, -2.375, 3.351], [5.243, -1.576, 3.304], [3.997, -3.134, 4.684], [3.904, -2.118, 5.805], [5.107, -4.138, 4.901], [4.583, -3.966, 0.396], [3.947, -5.386, 1.263], [6.515, -3.788, 1.310], [-0.800, -2.095, 2.003], [-2.367, -1.328, 1.083], [-2.118, -3.264, 1.325], [-0.470, -1.202, -0.582], [-1.267, -2.845, -1.128], [0.215, -5.119, 0.547], [2.171, -2.241, -2.417], [4.017, 1.290, 0.820], [3.612, 0.081, 2.173], [2.184, -1.784, 2.449], [2.509, -3.632, 2.501], [3.556, -1.097, 5.303], [3.115, -2.396, 6.631], [4.979, -1.921, 6.230], [6.132, -3.864, 4.408], [5.328, -4.318, 6.060], [4.720, -5.184, 4.494], [2.948, -5.394, 1.183], [-0.326, 6.136, 2.208], [-0.667, 5.975, 0.300], [-0.928, 4.565, 3.186], [1.539, 6.547, 2.578], [-0.918, 6.983, 2.569], [-0.848, -5.706, -3.705], [0.781, -5.764, -4.766], [-0.602, -6.518, -1.955], [-1.561, -3.901, -3.571], [-1.596, -6.306, -4.234], [-4.102, 7.295, -0.833], [-4.005, 8.940, 0.200], [-4.944, 5.858, 0.172], [-4.960, 7.573, -2.557], [-3.072, 6.983, -1.035], [-6.471, 6.358, -6.272], [-6.461, 4.592, -5.455], [-5.335, 6.431, -7.850], [-8.278, 6.970, -6.652], [-6.046, 7.051, -5.539], [-3.515, 1.880, -5.833], [-2.430, 3.436, -5.403], [-3.178, 1.237, -7.637], [-3.311, 0.467, -4.511], [-4.562, 2.201, -5.798], [-1.564, 8.797, -4.840], [-1.304, 8.014, -3.078], [-3.254, 8.250, -5.633], [-1.372, 10.732, -4.807], [-0.768, 8.407, -5.483], [-8.442, 9.520, -1.395], [-7.357, 11.076, -0.965], [-8.104, 8.877, -3.199], [-8.238, 8.108, -0.073], [-9.489, 9.841, -1.360], [4.695, -2.491, 10.055], [5.955, -3.756, 10.826], [5.510, -1.427, 8.645], [3.067, -3.368, 9.451], [4.408, -1.798, 10.853], [8.505, -6.374, 6.501], [7.942, -5.766, 4.741], [10.432, -6.619, 6.599], [7.850, -5.208, 7.913], [8.049, -7.357, 6.661], [-5.041, -4.838, 0.909], [-3.411, -4.896, -0.152], [-4.794, -5.651, 2.660], [-5.754, -3.033, 1.043], [-5.788, -5.439, 0.380], [-8.507, 0.974, -6.980], [-9.071, 1.582, -8.740], [-6.580, 0.730, -6.882], [-9.162, 2.141, -5.568], [-8.963, -0.008, -6.821], [5.370, 4.526, -1.740], [5.629, 3.743, 0.022], [3.680, 3.979, -2.534], [5.561, 6.462, -1.708], [6.166, 4.137, -2.384], [-9.328, -5.462, -0.112], [-7.699, -5.520, -1.173], [-9.081, -6.274, 1.638], [-10.041, -3.657, 0.022], [-10.075, -6.062, -0.641]], "forces_ev_per_angstrom": [[0.6, -0.6, 0.3], [-0.2, 0.7, 1.1], [-2.5, -1.5, 0.9], [1.0, 0.1, -3.0], [-1.7, -0.1, 0.2], [-0.4, 0.0, 0.5], [4.4, 0.9, 2.0], [-2.4, 1.5, -6.0], [1.8, -5.0, 5.9], [-1.0, 2.3, -0.4], [0.7, 1.3, 0.8], [-5.2, -2.8, 1.7], [7.3, 3.4, -2.3], [0.4, -1.5, 0.9], [2.3, 2.6, 2.4], [-1.1, -4.5, 1.7], [-2.8, -0.2, -3.8], [3.6, -1.7, -4.4], [2.4, 3.3, 2.6], [-4.6, 2.8, -0.7], [-1.9, -2.9, 3.9], [-1.3, 0.2, 0.0], [-1.2, 1.3, 1.2], [4.9, 2.6, 1.5], [-6.6, -4.1, -0.8], [0.1, 1.0, -1.1], [0.3, 1.5, -0.7], [0.2, -1.5, 0.3], [1.8, -2.6, -1.1], [-0.7, 3.0, -0.6], [-1.5, 0.0, 0.3], [-2.0, 0.1, -1.7], [1.8, -2.0, 0.1], [1.1, 2.6, -0.4], [-0.2, -2.2, 0.3], [1.2, 1.0, 1.6], [0.4, 2.0, 1.2], [-0.5, 1.1, 0.9], [-1.3, -2.4, 0.1], [-0.4, 0.0, -2.1], [1.7, -1.6, -0.2], [1.2, 2.1, -1.0], [0.6, -2.1, 1.3], [1.8, 0.3, -1.7], [-2.3, -0.4, -0.8], [-2.2, -0.2, 0.8], [-0.7, 0.7, -2.5], [1.1, 2.1, 0.7], [1.4, 0.0, 0.1], [-0.1, 0.2, 0.3], [0.1, 0.0, 0.3], [0.2, 0.4, -0.3], [-0.5, -0.2, -0.2], [0.3, -0.4, -0.2], [-0.1, 0.0, -0.2], [-0.4, 0.0, 0.3], [-0.1, 0.1, -0.4], [0.2, -0.5, -0.2], [0.3, 0.2, 0.3], [0.1, -0.1, -0.1], [0.0, -0.4, -0.3], [0.2, 0.4, -0.2], [0.2, -0.1, 0.8], [-0.5, 0.1, 0.1], [0.1, 0.1, 0.1], [0.0, 0.5, -0.2], [-0.4, -0.1, 0.3], [0.5, -0.2, 0.1], [-0.2, -0.3, -0.3], [-0.1, 0.2, 0.1], [-0.3, -0.4, -0.1], [0.0, 0.2, 0.5], [0.0, 0.3, -0.3], [0.5, -0.1, 0.0], [0.0, 0.0, -0.1], [0.1, 0.2, -0.3], [0.6, 0.2, 0.0], [-0.1, -0.5, 0.0], [-0.4, 0.2, 0.3], [-0.2, 0.1, 0.1], [-0.2, -0.4, -0.1], [-0.4, 0.2, 0.3], [0.0, 0.3, -0.4], [0.5, -0.2, 0.0], [0.0, 0.2, 0.2], [-0.3, 0.3, -0.2], [0.0, -0.2, 0.8], [0.4, 0.2, 0.2], [0.1, -0.3, -0.4], [-0.1, -0.2, 0.0], [0.4, -0.3, 0.5], [-0.5, 0.1, 0.0], [0.1, -0.2, -0.4], [0.2, 0.5, -0.1], [-0.1, -0.1, 0.1], [-0.6, -0.3, 0.0], [0.0, 0.2, -0.4], [0.2, -0.5, 0.0], [0.5, 0.3, 0.4], [-0.2, -0.2, 0.1], [0.2, -0.1, 0.5], [-0.6, 0.0, -0.1], [0.1, -0.3, -0.4], [0.2, 0.5, -0.1], [0.1, -0.1, -0.2], [-0.1, 0.3, -0.3], [0.6, 0.2, 0.1], [-0.1, -0.5, 0.0], [-0.4, 0.2, 0.3], [-0.3, -0.1, 0.0], [-0.6, 0.0, 0.0], [0.0, 0.3, -0.5], [0.3, -0.5, 0.0], [0.4, 0.3, 0.2]]}